{
  "formula": "C57H116F18N5O16",
  "method": "the ωB97M-V functional and the def2-TZVPD basis",
  "elements": ["C", "C", "C", "C", "N", "C", "C", "C", "C", "C", "C", "C", "H", "H", "H", "H", "H", "H", "H", "H", "H", "H", "H", "H", "H", "H", "H", "H", "H", "H", "H", "H", "H", "H", "H", "H", "C", "C", "O", "N", "H", "H", "C", "H", "H", "H", "H", "H", "H", "C", "C", "O", "N", "H", "H", "C", "H", "H", "H", "H", "H", "H", "C", "C", "N", "C", "C", "C", "C", "C", "O", "C", "H", "H", "H", "H", "H", "H", "H", "H", "H", "H", "H", "H", "H", "H", "H", "H", "H", "H", "H", "H", "C", "C", "N", "C", "C", "C", "C", "C", "O", "C", "H", "H", "H", "H", "H", "H", "H", "H", "H", "H", "H", "H", "H", "H", "H", "H", "H", "H", "H", "H", "C", "O", "O", "C", "F", "F", "F", "C", "C", "H", "H", "H", "H", "H", "H", "C", "O", "O", "C", "F", "F", "F", "C", "C", "H", "H", "H", "H", "H", "H", "C", "O", "O", "C", "F", "F", "F", "C", "C", "H", "H", "H", "H", "H", "H", "C", "O", "O", "C", "F", "F", "F", "C", "C", "H", "H", "H", "H", "H", "H", "C", "O", "O", "C", "F", "F", "F", "C", "C", "H", "H", "H", "H", "H", "H", "C", "O", "O", "C", "F", "F", "F", "C", "C", "H", "H", "H", "H", "H", "H"],
  "xyz": [[2.43, -21.80, -7.11], [3.17, -20.96, -8.21], [3.17, -19.46, -7.98], [1.68, -18.97, -7.75], [1.50, -17.40, -7.84], [1.89, -16.88, -9.18], [0.86, -15.84, -9.56], [-0.10, -15.67, -8.33], [-0.01, -17.05, -7.75], [2.43, -16.66, -6.79], [2.08, -16.97, -5.31], [2.82, -16.17, -4.26], [2.76, -22.83, -6.98], [1.36, -21.70, -7.33], [2.54, -21.15, -6.25], [2.72, -21.02, -9.20], [4.15, -21.37, -8.45], [3.77, -19.05, -8.78], [3.71, -19.30, -7.04], [1.27, -19.34, -6.81], [1.01, -19.35, -8.51], [2.98, -16.82, -9.20], [1.74, -17.70, -9.89], [1.33, -14.92, -9.91], [0.35, -16.23, -10.44], [0.11, -14.92, -7.57], [-1.15, -15.56, -8.60], [-0.30, -17.11, -6.70], [-0.52, -17.81, -8.35], [2.30, -15.59, -6.97], [3.45, -16.98, -7.00], [2.05, -18.03, -5.04], [1.01, -16.76, -5.24], [2.85, -16.47, -3.21], [2.45, -15.15, -4.20], [3.88, -16.08, -4.51], [8.33, -16.26, -4.75], [8.82, -16.06, -3.35], [9.51, -14.98, -3.03], [8.57, -17.22, -2.41], [7.76, -17.76, -2.68], [9.28, -17.94, -2.33], [8.33, -16.61, -1.01], [7.33, -16.69, -4.80], [9.09, -16.97, -5.07], [8.37, -15.29, -5.25], [9.25, -16.20, -0.59], [8.05, -17.48, -0.42], [7.54, -15.85, -1.01], [9.42, -18.50, -9.30], [8.55, -17.78, -8.26], [9.03, -17.05, -7.42], [7.07, -18.13, -8.31], [6.50, -17.30, -8.22], [6.81, -18.54, -9.20], [6.56, -18.96, -7.11], [9.36, -18.06, -10.29], [9.02, -19.52, -9.30], [10.49, -18.66, -9.13], [6.30, -19.92, -7.56], [5.71, -18.48, -6.63], [7.35, -19.32, -6.45], [2.50, -18.66, -12.56], [3.91, -18.28, -12.16], [4.83, -17.56, -13.14], [4.59, -18.26, -14.49], [4.48, -15.99, -13.25], [4.71, -15.19, -11.95], [6.26, -17.89, -12.67], [7.39, -17.16, -13.56], [7.13, -15.78, -13.73], [8.19, -15.05, -14.26], [2.50, -19.44, -13.32], [2.09, -17.74, -12.99], [1.75, -19.03, -11.85], [4.42, -19.19, -11.84], [3.91, -17.67, -11.25], [5.38, -17.87, -15.13], [3.63, -17.93, -14.89], [4.78, -19.33, -14.50], [3.41, -16.19, -13.30], [4.87, -15.38, -14.07], [5.79, -15.06, -11.91], [4.40, -15.70, -11.04], [4.15, -14.26, -12.09], [6.44, -18.95, -12.83], [6.29, -17.55, -11.63], [7.41, -17.69, -14.51], [8.39, -17.24, -13.14], [8.09, -13.96, -14.33], [8.62, -15.34, -15.22], [9.17, -15.03, -13.78], [12.23, -15.23, -5.32], [13.47, -15.28, -6.21], [14.51, -16.47, -6.18], [15.12, -16.53, -4.79], [13.69, -17.81, -6.31], [12.75, -17.89, -7.62], [15.60, -16.53, -7.27], [16.35, -15.17, -7.47], [17.10, -14.79, -6.38], [18.33, -15.51, -6.01], [12.50, -15.16, -4.26], [11.62, -16.13, -5.22], [11.54, -14.41, -5.55], [14.16, -14.48, -5.93], [13.35, -15.15, -7.29], [14.28, -16.30, -4.14], [15.78, -15.71, -4.53], [15.58, -17.50, -4.58], [13.13, -17.89, -5.38], [14.44, -18.61, -6.39], [12.45, -18.93, -7.69], [13.20, -17.68, -8.59], [11.81, -17.35, -7.57], [15.24, -16.92, -8.22], [16.37, -17.21, -6.92], [15.75, -14.33, -7.85], [17.01, -15.37, -8.31], [18.83, -15.09, -5.14], [19.01, -15.27, -6.83], [18.15, -16.57, -5.81], [11.77, -18.76, -2.49], [11.24, -18.86, -3.90], [10.65, -19.00, -1.75], [13.11, -19.55, -2.24], [13.89, -19.14, -3.32], [13.79, -19.15, -1.13], [13.03, -20.88, -2.40], [11.26, -20.04, -4.57], [10.21, -19.94, -5.68], [9.95, -20.92, -6.08], [9.31, -19.52, -5.22], [10.53, -19.19, -6.41], [11.04, -20.94, -3.99], [12.24, -20.16, -5.04], [12.17, -17.76, -2.34], [14.49, -14.15, -10.77], [13.41, -14.89, -10.10], [14.71, -14.61, -12.05], [14.30, -12.56, -10.44], [13.35, -12.01, -11.17], [13.96, -12.43, -9.14], [15.45, -11.96, -10.62], [12.05, -14.73, -10.49], [11.12, -15.76, -9.86], [11.07, -15.66, -8.77], [10.11, -15.67, -10.26], [11.63, -16.70, -10.11], [11.85, -14.76, -11.56], [11.73, -13.73, -10.20], [15.24, -14.52, -10.06], [6.54, -21.46, -10.47], [6.44, -21.78, -9.04], [6.28, -20.07, -10.37], [7.73, -22.25, -11.20], [8.98, -22.21, -10.68], [7.32, -23.56, -11.34], [7.93, -21.79, -12.38], [6.26, -23.05, -8.64], [6.10, -23.08, -7.05], [7.03, -22.84, -6.52], [5.31, -22.41, -6.72], [5.61, -24.04, -6.88], [7.06, -23.73, -8.94], [5.37, -23.52, -9.05], [5.66, -21.94, -10.89], [5.68, -14.26, -7.98], [7.07, -14.17, -8.22], [5.46, -15.64, -8.19], [5.24, -13.74, -6.55], [3.98, -13.85, -6.32], [5.78, -14.48, -5.53], [5.51, -12.42, -6.47], [7.74, -12.89, -8.09], [9.20, -13.00, -8.51], [9.87, -13.72, -8.03], [9.22, -13.38, -9.53], [9.62, -12.00, -8.49], [7.65, -12.44, -7.10], [7.19, -12.32, -8.84], [5.16, -13.64, -8.71], [11.85, -25.42, -8.77], [12.23, -24.02, -8.37], [12.96, -25.82, -9.54], [11.17, -26.35, -7.75], [11.97, -26.54, -6.66], [10.04, -25.81, -7.27], [10.92, -27.53, -8.39], [11.28, -22.96, -8.70], [11.78, -21.59, -8.28], [11.10, -20.81, -8.64], [11.89, -21.48, -7.20], [12.66, -21.41, -8.90], [10.34, -23.15, -8.19], [11.13, -23.04, -9.78], [11.14, -25.35, -9.60], [5.60, -19.29, -3.27], [5.77, -18.90, -1.88], [6.81, -19.09, -3.92], [5.01, -20.67, -3.37], [4.55, -21.11, -2.22], [3.93, -20.79, -4.20], [5.76, -21.73, -3.73], [4.86, -17.95, -1.32], [5.03, -18.22, 0.17], [4.80, -17.36, 0.79], [4.28, -18.93, 0.49], [6.07, -18.54, 0.29], [3.80, -17.95, -1.56], [5.22, -16.96, -1.61], [4.88, -18.61, -3.72]],
  "total_charge": 0,
  "homo_energy_ev": [-5.827, -5.827],
  "multiplicity": 2,
  "e_tot_ev": -150096.4156,
  "gap_ev": [4.90, 4.01]
}